1.
An isolated molecule of C4H9NO, computed with wB97M-V/def2-TZVPD.

Spin multiplicity: 1
Structure (SMILES): CCNC(C)=O
Frontier orbital gap, eV: 10.468

Last column: natural (NBO) charge in e.
Cartesian coordinates (Å):
1 O 1.008 -1.845 0.422  -0.623
2 N 0.118 0.189 -0.058  -0.620
3 C -1.178 -0.338 -0.445  -0.225
4 C 2.533 -0.011 0.175  -0.709
5 C -2.325 0.565 -0.021  -0.611
6 C 1.162 -0.657 0.194  0.678
7 H -2.383 0.642 1.069  0.213
8 H -1.257 -1.324 0.015  0.233
9 H 2.853 0.225 1.193  0.238
10 H -1.197 -0.486 -1.534  0.179
11 H -2.216 1.576 -0.432  0.198
12 H 2.558 0.906 -0.423  0.206
13 H -3.271 0.158 -0.392  0.217
14 H 3.235 -0.734 -0.244  0.243
15 H 0.337 1.131 -0.343  0.384

***

2.
C4H9NO as an isolated structure at a distorted geometry, computed with wB97M-V/def2-TZVPD.

Spin multiplicity: 1
Frontier orbital gap, eV: 10.616

Last column: natural (NBO) charge in e.
Cartesian coordinates (Å):
1 O -1.006 -0.776 -1.477  -0.638
2 N 0.804 0.473 -2.001  -0.819
3 C -1.019 0.882 1.010  -0.594
4 C -0.081 -0.046 -1.107  0.686
5 C 0.401 -1.147 1.000  -0.571
6 C 0.192 0.223 0.373  -0.343
7 H -1.906 0.250 0.885  0.227
8 H 0.564 -1.896 -0.215  0.198
9 H -1.215 1.853 0.547  0.207
10 H 0.744 0.190 -2.967  0.405
11 H -0.466 -1.719 1.327  0.223
12 H 1.084 0.864 0.479  0.201
13 H 1.574 1.049 -1.720  0.393
14 H 1.169 -1.224 1.782  0.217
15 H -0.841 1.024 2.082  0.208

***

3.
An isolated molecule of C4H9NO at a distorted geometry, computed with wB97M-V/def2-TZVPD.

Spin multiplicity: 1
Structure (SMILES): CCCNC=O
Frontier orbital gap, eV: 10.546

Last column: natural (NBO) charge in e.
Cartesian coordinates (Å):
1 O -2.180 -1.386 -0.962  -0.628
2 N -0.994 -0.507 0.788  -0.620
3 C 0.636 0.656 -0.698  -0.408
4 C 1.859 0.341 0.159  -0.614
5 C -1.707 -1.463 0.160  0.502
6 C -0.663 0.735 0.104  -0.227
7 H -0.601 1.525 0.861  0.193
8 H 2.770 0.317 -0.448  0.217
9 H 2.002 1.094 0.944  0.199
10 H 1.762 -0.639 0.642  0.201
11 H 0.779 1.617 -1.209  0.206
12 H -1.500 0.970 -0.561  0.231
13 H -0.595 -0.698 1.693  0.400
14 H -1.978 -2.428 0.600  0.133
15 H 0.514 -0.105 -1.478  0.215

***

4.
An isolated ion of composition C4H9NO and charge +1 at a distorted geometry, computed with wB97M-V/def2-TZVPD.

Spin multiplicity: 2
Charge: +1
Frontier orbital gap (spin up / spin down), eV: 11.431 / 7.281

Last column: natural (NBO) charge in e.
Cartesian coordinates (Å):
1 O 1.092 -0.726 2.618  -0.318
2 N -1.114 0.301 1.175  -0.463
3 C -0.381 0.541 -1.872  -0.614
4 C 0.519 0.395 -0.635  -0.399
5 C 0.983 -0.925 1.471  0.466
6 C -0.162 -0.419 0.473  -0.144
7 H 0.819 1.346 -0.218  0.228
8 H -0.777 1.123 1.672  0.405
9 H -0.646 -1.312 0.073  0.267
10 H -1.419 0.371 -1.614  0.219
11 H -0.228 1.470 -2.426  0.255
12 H 1.450 -0.132 -0.886  0.230
13 H -0.151 -0.258 -2.562  0.231
14 H -1.690 -0.234 1.820  0.410
15 H 1.706 -1.540 0.909  0.225

***

5.
An isolated ion of composition C4H9NO2 and charge -1 at a distorted geometry, computed with wB97M-V/def2-TZVPD.

Spin multiplicity: 2
Charge: -1
Frontier orbital gap (spin up / spin down), eV: 3.072 / 8.976

Last column: natural (NBO) charge in e.
Cartesian coordinates (Å):
1 O -0.641 2.123 -0.220  -0.820
2 O -1.281 0.857 -2.141  -0.762
3 N 1.291 0.291 1.597  -0.851
4 C -0.031 -1.263 0.160  -0.446
5 C -0.982 1.094 -0.794  0.513
6 C 1.303 -0.517 0.398  -0.240
7 C -1.186 -0.324 -0.109  -0.580
8 H -0.367 -2.180 0.771  0.180
9 H -2.109 -0.936 -0.424  0.155
10 H 2.067 -1.282 0.397  0.164
11 H 0.207 -1.835 -0.854  0.160
12 H 1.437 0.305 -0.264  0.194
13 H 2.167 0.821 1.637  0.322
14 H -1.452 -0.041 0.893  0.183
15 H 0.730 1.058 1.306  0.374
16 H -1.152 1.830 -2.352  0.454

***

6.
An isolated molecule of C4H9NO2 at a distorted geometry, computed with wB97M-V/def2-TZVPD.

Spin multiplicity: 1
Structure (SMILES): CNC(=O)COC
Frontier orbital gap, eV: 10.320

Last column: natural (NBO) charge in e.
Cartesian coordinates (Å):
1 O 0.927 0.561 1.221  -0.556
2 O -0.029 -1.739 -1.411  -0.633
3 N -0.774 0.347 -1.029  -0.618
4 C 0.035 -0.719 -0.715  0.640
5 C 1.083 -0.635 0.408  -0.154
6 C -1.366 0.546 -2.333  -0.413
7 C 0.610 0.280 2.578  -0.250
8 H -1.852 -0.340 -2.727  0.224
9 H -0.452 0.086 2.722  0.174
10 H 2.075 -0.626 -0.059  0.216
11 H -0.615 0.800 -3.084  0.191
12 H 0.983 -1.551 1.002  0.206
13 H -2.122 1.306 -2.321  0.205
14 H -0.649 1.145 -0.401  0.404
15 H 1.163 -0.574 2.969  0.169
16 H 0.983 1.111 3.180  0.195

***

7.
An isolated molecule of C4H9NO2, computed with wB97M-V/def2-TZVPD.

Spin multiplicity: 1
Structure (SMILES): C[C@@H](O)CNC=O
Frontier orbital gap, eV: 10.836

Last column: natural (NBO) charge in e.
Cartesian coordinates (Å):
1 O -0.677 0.942 -1.152  -0.734
2 O 1.651 2.097 0.057  -0.626
3 N 1.557 -0.127 0.609  -0.609
4 C 0.123 -0.106 0.886  -0.265
5 C -2.015 -0.848 -0.326  -0.621
6 C -0.620 -0.272 -0.438  0.101
7 C 2.174 0.999 0.149  0.535
8 H 1.849 -0.977 0.140  0.389
9 H -0.100 -0.917 1.589  0.209
10 H 0.034 1.525 -0.837  0.494
11 H -1.973 -1.847 0.122  0.203
12 H -0.115 0.847 1.371  0.230
13 H -0.019 -1.013 -1.002  0.131
14 H -2.433 -0.929 -1.333  0.225
15 H -2.672 -0.209 0.270  0.212
16 H 3.234 0.835 -0.107  0.125

***

8.
C4H9NO2 as an isolated structure at a distorted geometry, computed with wB97M-V/def2-TZVPD.

Spin multiplicity: 1
Frontier orbital gap, eV: 10.196

Last column: natural (NBO) charge in e.
Cartesian coordinates (Å):
1 O 0.292 0.637 -1.052  -0.493
2 O -0.222 -1.075 2.020  -0.801
3 N -0.584 0.051 0.309  -0.129
4 C -0.158 -0.078 -2.189  -0.259
5 C 1.703 -1.140 0.391  -0.490
6 C -1.144 1.257 0.919  -0.431
7 C 0.590 -0.481 0.627  0.479
8 H 0.443 0.235 -3.051  0.194
9 H 2.111 -1.789 1.152  0.248
10 H -1.973 0.950 1.557  0.229
11 H -0.042 -1.160 -2.059  0.175
12 H -0.163 -0.345 2.655  0.445
13 H 2.287 -0.918 -0.490  0.232
14 H -0.408 1.818 1.500  0.192
15 H -1.521 1.891 0.116  0.238
16 H -1.209 0.147 -2.404  0.172

***

9.
A 2-piece molecular cluster, C4H9NO2 overall at a distorted geometry, computed with wB97M-V/def2-TZVPD.

Spin multiplicity: 1
Structure (SMILES): CN(O)C=O.C=C
Frontier orbital gap, eV: 10.162

Last column: natural (NBO) charge in e.
Cartesian coordinates (Å):
1 O 1.980 -0.584 -1.391  -0.560
2 O -0.352 -2.042 0.680  -0.570
3 N 0.953 -0.456 -0.430  -0.188
4 C -2.025 0.426 0.514  -0.373
5 C -1.386 1.388 -0.174  -0.408
6 C 0.092 -1.571 -0.338  0.527
7 C 1.452 0.179 0.773  -0.436
8 H 2.349 -0.315 1.146  0.198
9 H -2.232 0.535 1.569  0.195
10 H 0.666 0.108 1.522  0.237
11 H 1.680 1.221 0.542  0.204
12 H -1.236 2.368 0.258  0.193
13 H 1.700 -0.078 -2.169  0.472
14 H -0.019 -2.040 -1.331  0.122
15 H -1.279 1.364 -1.248  0.188
16 H -2.345 -0.505 0.076  0.198

***

10.
An isolated molecule of C4H9NO2, computed with wB97M-V/def2-TZVPD.

Spin multiplicity: 1
Structure (SMILES): C[C@@H](O)CC(N)=O
Frontier orbital gap, eV: 10.323

Last column: natural (NBO) charge in e.
Cartesian coordinates (Å):
1 O 0.783 2.157 -1.766  -0.612
2 O -1.445 -0.380 0.358  -0.745
3 N -0.294 2.230 0.238  -0.834
4 C 0.435 1.605 -0.736  0.675
5 C 0.034 -2.208 -0.072  -0.622
6 C -0.378 -0.808 -0.499  0.104
7 C 0.803 0.166 -0.405  -0.528
8 H -0.731 -0.826 -1.540  0.172
9 H -2.199 -0.144 -0.193  0.480
10 H 0.854 -2.586 -0.691  0.214
11 H -0.683 3.131 0.000  0.396
12 H 1.215 0.118 0.611  0.221
13 H 1.581 -0.139 -1.110  0.240
14 H -0.810 1.642 0.878  0.410
15 H -0.812 -2.896 -0.145  0.218
16 H 0.368 -2.187 0.972  0.212

***

11.
An isolated molecule of C4H9NO2, computed with wB97M-V/def2-TZVPD.

Spin multiplicity: 1
Structure (SMILES): CCCOC(N)=O
Frontier orbital gap, eV: 11.289

Last column: natural (NBO) charge in e.
Cartesian coordinates (Å):
1 O -1.012 0.241 -1.214  -0.532
2 O -0.289 2.055 -0.029  -0.650
3 N 0.202 1.810 -2.234  -0.836
4 C -1.025 -0.594 -0.038  -0.061
5 C 0.403 -0.673 0.493  -0.449
6 C -0.367 1.423 -1.062  0.887
7 C 0.555 -1.259 1.887  -0.605
8 H 0.269 -2.314 1.973  0.201
9 H 0.222 1.173 -3.012  0.402
10 H 1.009 -1.229 -0.241  0.198
11 H -1.430 -1.548 -0.403  0.192
12 H 0.871 2.560 -2.187  0.405
13 H 0.731 0.379 0.569  0.239
14 H -0.028 -0.673 2.606  0.208
15 H -1.715 -0.180 0.708  0.187
16 H 1.604 -1.171 2.183  0.214

***

12.
An isolated molecule of C4H9NO2, computed with wB97M-V/def2-TZVPD.

Spin multiplicity: 1
Structure (SMILES): CN[C@H](C=O)CO
Frontier orbital gap, eV: 9.647

Last column: natural (NBO) charge in e.
Cartesian coordinates (Å):
1 O -1.907 0.817 1.385  -0.727
2 O -0.667 -1.095 -2.099  -0.529
3 N 1.016 -0.966 0.104  -0.611
4 C -0.613 0.803 0.766  -0.069
5 C 1.847 0.100 -0.427  -0.425
6 C -1.171 -0.764 -1.061  0.430
7 C -0.391 -0.618 0.255  -0.179
8 H -2.255 -0.569 -0.964  0.120
9 H 1.384 0.695 -1.229  0.170
10 H 0.148 1.052 1.511  0.184
11 H -0.854 -1.313 0.960  0.225
12 H 1.075 -1.727 -0.564  0.371
13 H 2.176 0.804 0.339  0.185
14 H 2.734 -0.308 -0.904  0.210
15 H -1.950 1.566 1.982  0.475
16 H -0.573 1.525 -0.053  0.171

***

13.
A 2-piece molecular cluster, C4H9NO2 overall, computed with wB97M-V/def2-TZVPD.

Spin multiplicity: 1
Structure (SMILES): O=C1CCCO1.N
Frontier orbital gap, eV: 10.159

Last column: natural (NBO) charge in e.
Cartesian coordinates (Å):
1 O 0.358 -0.636 1.083  -0.557
2 O -1.683 0.357 1.295  -0.634
3 N -1.529 -1.682 -0.371  -0.984
4 C -0.778 0.012 0.574  0.821
5 C -0.308 0.755 -0.735  -0.520
6 C 1.376 0.331 0.865  -0.077
7 C 1.219 0.708 -0.608  -0.429
8 H -0.636 0.369 -1.710  0.208
9 H 2.339 -0.099 1.137  0.198
10 H -1.334 -1.389 -1.316  0.374
11 H -1.065 -2.548 -0.139  0.389
12 H -0.716 1.764 -0.669  0.231
13 H 1.656 -0.078 -1.235  0.202
14 H 1.703 1.653 -0.861  0.216
15 H 1.163 1.200 1.507  0.170
16 H -2.524 -1.701 -0.177  0.391

***

14.
An isolated molecule of C4H9NO2 at a distorted geometry, computed with wB97M-V/def2-TZVPD.

Spin multiplicity: 1
Structure (SMILES): NC(=O)CCCO
Frontier orbital gap, eV: 10.529

Last column: natural (NBO) charge in e.
Cartesian coordinates (Å):
1 O 0.174 2.572 1.400  -0.602
2 O -1.000 -0.956 -1.357  -0.722
3 N -1.309 0.873 1.055  -0.848
4 C 0.780 0.803 -0.137  -0.481
5 C 0.030 -1.632 -0.650  -0.066
6 C 1.002 -0.683 0.192  -0.439
7 C -0.119 1.523 0.859  0.675
8 H -1.598 0.163 0.390  0.408
9 H 1.688 1.377 -0.316  0.248
10 H 0.795 -0.881 1.251  0.223
11 H -2.029 1.392 1.535  0.402
12 H 0.629 -2.238 -1.344  0.168
13 H 0.216 0.910 -1.110  0.169
14 H -0.464 -2.293 0.068  0.182
15 H -0.647 -0.074 -1.636  0.459
16 H 2.046 -0.977 0.009  0.222

***

15.
An isolated molecule of C4H9NO2 at a distorted geometry, computed with wB97M-V/def2-TZVPD.

Spin multiplicity: 1
Structure (SMILES): C[C@@H](N)CC(=O)O
Frontier orbital gap, eV: 9.864

Last column: natural (NBO) charge in e.
Cartesian coordinates (Å):
1 O 0.023 0.854 -2.228  -0.597
2 O -2.218 0.900 -1.736  -0.699
3 N 1.698 -0.388 -0.257  -0.846
4 C 0.600 -0.447 1.952  -0.622
5 C -0.901 0.545 -1.510  0.803
6 C -0.862 -0.227 -0.219  -0.548
7 C 0.536 0.079 0.498  -0.031
8 H -1.795 -0.050 0.320  0.243
9 H 1.587 -0.491 2.348  0.228
10 H -2.209 1.606 -2.441  0.493
11 H -0.042 0.187 2.639  0.204
12 H 1.889 0.291 -1.012  0.385
13 H 0.079 -1.396 2.171  0.203
14 H 0.709 1.178 0.580  0.193
15 H -0.727 -1.322 -0.438  0.236
16 H 1.633 -1.319 -0.664  0.355

***

16.
A 2-piece molecular cluster, C4H9NO2 overall, computed with wB97M-V/def2-TZVPD.

Spin multiplicity: 1
Structure (SMILES): C/N=C/CO.C=O
Frontier orbital gap, eV: 10.798

Last column: natural (NBO) charge in e.
Cartesian coordinates (Å):
1 O -0.550 1.971 1.025  -0.517
2 O -1.643 -1.350 -0.470  -0.730
3 N 0.771 -0.518 -0.852  -0.477
4 C -1.498 1.885 0.280  0.272
5 C 2.089 -0.094 -1.261  -0.427
6 C 0.450 -0.551 0.371  0.130
7 C -0.909 -1.124 0.702  -0.123
8 H 2.006 0.735 -1.971  0.206
9 H -0.755 -2.056 1.271  0.182
10 H -2.300 2.644 0.289  0.110
11 H -0.979 -1.258 -1.183  0.494
12 H 1.103 -0.224 1.190  0.174
13 H -1.466 -0.446 1.361  0.185
14 H 2.741 0.209 -0.428  0.177
15 H 2.557 -0.929 -1.793  0.207
16 H -1.623 1.041 -0.425  0.138

***

Energy relative to the best compared isomer or geometry (same formula, charge and spin) list, top to bottom, in kcal/mol: 5.7; 37.0; 14.6; 27.5; 52.5; 35.4; 21.7; 158.6; 90.8; 9.7; 11.4; 49.0; 41.2; 25.8; 21.7; 63.2
Molar mass list, top to bottom, in Da: 87.12; 87.12; 87.12; 87.12; 103.12; 103.12; 103.12; 103.12; 103.12; 103.12; 103.12; 103.12; 103.12; 103.12; 103.12; 103.12